1 | ORCA calculation (wB97M-V/def2-TZVPD) on a cluster of 2 separate species, C2H2Cl2O2S in total.

Geometry as XYZ:
```
9
Properties=species:S:1:pos:R:3:lowdin_charge:R:1
C -1.55 0.22 0.11 -0.915
C 1.96 -0.50 -0.60 -1.144
O -1.98 0.81 1.20 0.059
O -0.49 0.34 -0.37 0.010
S 2.52 0.57 0.51 0.596
Cl -2.99 -0.33 -0.82 0.668
Cl 1.48 -2.09 -0.15 0.581
H 2.25 -0.16 -1.58 0.002
H -1.21 1.13 1.71 0.141
```

SMILES string ... O=C(O)Cl.S=CCl
Multiplicity ... 1
Gap between HOMO and LUMO (alpha / beta) ... 8.5 / 8.5 eV


2 | ORCA calculation (wB97M-V/def2-TZVPD) on an isolated molecule of C2H2Cl2O2S.

Geometry as XYZ:
```
9
Properties=species:S:1:pos:R:3:lowdin_charge:R:1
C -0.39 -0.15 -1.50 -0.955
C 0.45 0.22 0.60 -0.969
O -0.43 0.95 -1.91 0.108
O 0.02 -0.70 -0.35 -0.151
S 0.21 -0.26 2.38 0.696
Cl -0.95 -1.48 -2.43 0.785
Cl 2.29 0.53 0.43 0.532
H 0.03 1.14 0.46 0.023
H -1.23 -0.26 2.33 -0.070
```

SMILES string ... O=C(Cl)O[C@@H](S)Cl
Multiplicity ... 1
Gap between HOMO and LUMO ... 10.7 eV


Most stable to least stable, the ends of the list are 2 and 1.


1 | ORCA calculation (wB97M-V/def2-TZVPD) on a cluster of 2 separate species, C4H5Cl in total.

Geometry as XYZ:
```
10
Properties=species:S:1:pos:R:3:lowdin_charge:R:1
C 0.07 0.19 0.08 -0.132
C -0.53 -0.75 -0.47 -0.135
C -1.09 -1.82 -0.85 0.044
C 0.62 1.39 0.33 -0.065
Cl -1.50 2.73 -1.35 0.160
H -0.70 -2.18 -1.81 0.080
H -1.72 -2.53 -0.30 0.080
H 0.15 1.91 1.23 0.109
H -0.55 1.82 -0.82 -0.215
H 1.41 1.82 -0.26 0.076
```

SMILES string ... C=C=C=C.Cl
Multiplicity ... 1
Gap between HOMO and LUMO ... 8.9 eV


2 | ORCA calculation (wB97M-V/def2-TZVPD) on an isolated molecule of C4H5Cl.

Geometry as XYZ:
```
10
Properties=species:S:1:pos:R:3:lowdin_charge:R:1
C 1.01 0.01 0.13 -0.858
C 0.77 1.31 0.08 -0.042
C -0.10 -0.92 0.23 -0.251
C -1.41 -0.59 -0.13 -0.047
H 1.44 2.24 -0.11 0.109
H -0.23 1.62 0.01 0.014
H -0.01 -2.19 0.30 0.166
H -1.90 0.64 -0.18 0.142
H -2.14 -1.51 -0.28 0.077
Cl 2.58 -0.60 -0.05 0.689
```

SMILES string ... C=CC(=C)Cl
Multiplicity ... 1
Gap between HOMO and LUMO ... 9.2 eV


Most stable to least stable, the ends of the list are 2 and 1.


1 | ORCA calculation (wB97M-V/def2-TZVPD) on an isolated molecule of C15H18N4O3.

Geometry as XYZ:
```
40
Properties=species:S:1:pos:R:3:lowdin_charge:R:1
C -1.46 0.00 0.22 -0.340
C -0.15 0.50 -0.22 -0.323
C -2.41 0.99 -0.38 -0.115
C -3.85 0.33 -0.39 -0.192
C -4.57 0.49 0.92 -0.098
C -4.46 -0.43 -1.31 -0.112
C -5.80 -0.02 1.16 -0.097
C -5.76 -0.81 -1.14 -0.163
C -6.58 -0.44 -0.09 -0.076
C 2.43 0.11 0.45 -0.195
C 2.86 1.55 0.52 -0.360
C 3.13 -0.78 -0.67 -0.078
C 4.54 -0.62 -0.33 -0.373
C 5.55 0.20 -0.91 -0.025
C 6.45 -1.35 0.31 -0.237
H -2.14 -1.61 1.61 0.158
H -2.13 -0.01 2.23 0.070
H -1.53 -1.03 -0.36 0.191
H -2.09 1.20 -1.53 0.167
H -2.35 2.02 0.08 0.138
H -4.05 0.89 1.89 0.128
H -3.98 -0.77 -2.29 0.143
H -6.24 0.19 2.21 0.121
H -6.56 -1.07 -1.97 0.138
H -7.75 -0.68 -0.13 0.132
H 0.51 -0.60 1.25 0.118
H 2.70 -0.41 1.47 0.195
H 2.81 -1.78 -0.42 0.107
H 3.02 -0.63 -1.82 0.161
H 5.41 1.18 -1.31 0.103
H 7.31 -2.12 0.46 0.148
H 7.71 0.08 -0.72 0.177
H 1.79 2.14 -0.87 0.069
N -1.56 -0.63 1.60 0.020
N 0.95 -0.02 0.51 0.093
N 5.13 -1.65 0.34 0.104
N 6.79 -0.24 -0.34 0.042
O 0.05 1.52 -1.04 -0.053
O 3.82 1.70 1.36 0.029
O 2.48 2.61 -0.34 0.083
```

SMILES string ... N[C@@H](Cc1ccccc1)C(=O)N[C@@H](Cc1c[nH]cn1)C(=O)O
Multiplicity ... 1
Gap between HOMO and LUMO ... 8.7 eV


2 | ORCA calculation (wB97M-V/def2-TZVPD) on an isolated molecule of C15H18N4O3.

Geometry as XYZ:
```
40
Properties=species:S:1:pos:R:3:lowdin_charge:R:1
C 0.56 0.84 1.92 -0.298
C 0.90 -0.14 0.72 -0.422
C 1.35 2.18 1.74 -0.119
C 0.97 2.82 0.44 -0.281
C 1.63 2.62 -0.75 -0.045
C -0.15 3.65 0.44 -0.022
C 1.27 3.27 -1.93 -0.077
C -0.60 4.20 -0.81 -0.073
C 0.14 4.00 -1.90 -0.156
C -0.10 -1.36 -1.15 -0.214
C -0.12 -0.56 -2.41 -0.386
C -1.26 -2.37 -1.13 -0.073
C -1.09 -3.46 -0.08 -0.321
C -2.14 -3.85 0.71 -0.064
C -0.40 -5.09 1.11 -0.169
H 0.94 -0.66 3.28 0.079
H 2.04 0.50 3.19 0.046
H -0.60 1.02 1.92 0.168
H 1.10 2.80 2.61 0.123
H 2.45 2.06 1.67 0.135
H 2.60 2.17 -0.58 0.119
H -0.78 3.64 1.37 0.127
H 1.81 3.06 -2.86 0.123
H -1.54 4.75 -0.75 0.108
H -0.39 4.20 -2.78 0.097
H -0.91 0.49 -0.17 0.154
H 0.86 -1.99 -1.06 0.182
H -1.32 -2.86 -2.10 0.125
H -2.25 -1.89 -0.94 0.130
H -2.99 -3.32 1.00 0.093
H 0.34 -5.76 1.38 0.094
H -2.16 -5.46 2.17 0.175
H -0.84 0.79 -3.52 0.113
N 1.09 0.33 3.15 0.054
N -0.23 -0.30 -0.09 0.107
N 0.02 -4.21 0.14 0.120
N -1.69 -4.96 1.39 0.047
O 1.91 -0.81 0.59 0.064
O 0.47 -1.03 -3.37 0.095
O -0.88 0.67 -2.56 0.042
```

SMILES string ... N[C@@H](Cc1ccccc1)C(=O)N[C@@H](Cc1c[nH]cn1)C(=O)O
Multiplicity ... 1
Gap between HOMO and LUMO ... 9.4 eV


Most stable to least stable, the ends of the list are 2 and 1.


1 | ORCA calculation (wB97M-V/def2-TZVPD) on a structure of composition C2H5PS.

Geometry as XYZ:
```
9
Properties=species:S:1:pos:R:3:lowdin_charge:R:1
C 1.56 0.98 -0.89 -0.830
C -1.77 -0.79 0.71 -0.309
P -0.10 -0.36 0.08 0.768
S 2.85 0.59 -1.72 0.591
H 1.40 2.05 -0.59 -0.015
H -2.36 -1.23 -0.09 -0.045
H -2.20 0.15 1.11 -0.040
H 0.25 -1.65 0.10 -0.085
H 0.37 0.25 1.29 -0.033
```

Multiplicity ... 1
Gap between HOMO and LUMO (alpha / beta) ... 7.0 / 6.8 eV


2 | ORCA calculation (wB97M-V/def2-TZVPD) on an isolated molecule of C2H5PS.

Geometry as XYZ:
```
9
Properties=species:S:1:pos:R:3:lowdin_charge:R:1
C -0.96 0.03 0.01 -0.775
C 1.59 0.50 -0.20 -0.432
P -3.04 -0.23 0.31 0.611
S 0.12 1.28 0.42 0.765
H -0.71 -1.00 0.18 -0.065
H 1.38 0.28 -1.18 -0.004
H 1.99 -0.46 0.33 0.100
H 2.31 1.25 -0.20 0.000
H -2.68 -1.67 0.34 -0.198
```

SMILES string ... [H]/P=C/SC
Multiplicity ... 1
Gap between HOMO and LUMO (alpha / beta) ... 6.9 / 7.9 eV


Most stable to least stable, the ends of the list are 2 and 1.